(1)
Molecular formula: C12H25N2O3P2Sn
Method: DFT, the ωB97M-V functional and the def2-TZVPD basis

HOMO energy in eV: -10.668
Orbital gap in eV: 7.360
Relative energy (zero: lowest compared OMol25 entry of this formula, charge and spin) in kJ/mol: 88.3
Charge: +1

Element x y z (Å)
C  0.804  3.158  1.137
C  0.007  2.049  0.793
N  0.358  0.796  1.210
C  1.588  0.589  1.703
C  2.449  1.643  2.006
C  2.041  2.950  1.740
C  -1.114  2.224  -0.130
P  -2.292  0.863  -0.167
Sn  -1.356  -1.188  1.047
P  1.029  -2.082  1.075
C  2.036  -0.833  1.985
O  0.346  2.302  -2.256
O  1.812  0.244  -2.279
H  0.430  4.140  0.848
H  3.409  1.384  2.453
H  2.681  3.795  1.989
C  -3.916  1.262  0.572
C  -2.638  0.587  -1.930
H  3.085  -0.977  1.680
H  1.957  -1.072  3.060
H  -0.351  2.374  -1.434
H  -1.567  3.231  -0.141
C  1.335  -3.680  1.859
C  1.850  -2.153  -0.532
H  0.804  -0.741  -3.469
H  2.750  0.419  -2.443
H  1.282  1.119  -2.302
H  0.525  3.194  -2.593
H  -2.084  -1.426  2.584
H  0.292  -1.206  -3.828
H  -4.255  2.249  0.227
H  -4.658  0.508  0.269
H  -3.858  1.261  1.669
H  -3.437  1.274  -2.243
H  -1.725  0.791  -2.507
H  -2.951  -0.452  -2.087
H  2.908  -2.413  -0.376
H  1.368  -2.915  -1.158
H  1.782  -1.185  -1.064
H  2.414  -3.832  1.999
H  0.828  -3.716  2.831
H  0.933  -4.472  1.214
O  -2.894  -4.319  -1.379
C  -2.308  -3.363  -0.996
N  -1.699  -2.379  -0.639

Forces on atoms 1 to 3 (eV/Å):
C 0.6 -0.2 0.1
C -0.5 -0.1 -0.2
N 0.0 -0.2 -0.5

Here are the Löwdin charges for atoms 1 to 8, given in e: -0.016 -0.353 0.000 -0.341 -0.031 -0.027 -0.329 0.780



(2)
Molecular formula: C13H26AlNO2
Method: DFT, the ωB97M-V functional and the def2-TZVPD basis

HOMO energy (spin up / spin down) in eV: -12.470 / -13.055
<S²>: 0.757
Orbital gap (spin up / spin down) in eV: 8.157 / 8.695
2S+1: 2
Charge: +1

Element x y z (Å)
Al  3.366  0.046  0.405
C  -2.437  -0.180  0.361
C  -1.226  -0.959  0.901
C  -1.762  -2.294  1.563
C  -1.999  -3.495  0.665
C  -0.748  -3.698  -0.200
C  -0.275  -2.413  -1.016
N  -0.091  -1.312  -0.039
O  0.558  -0.166  -0.593
C  -1.360  -2.097  -2.066
C  1.035  -2.791  -1.832
C  -0.730  -0.133  2.154
H  -2.669  -0.639  -0.600
H  -2.239  0.886  0.248
H  -3.274  -0.321  1.045
H  -2.649  -2.084  2.161
H  -0.949  -2.608  2.217
H  -2.926  -3.386  0.101
H  -2.152  -4.321  1.360
H  -0.872  -4.609  -0.786
H  0.088  -4.033  0.414
H  -1.138  -2.687  -2.955
H  -1.358  -1.027  -2.271
H  -2.377  -2.419  -1.845
H  1.791  -3.279  -1.216
H  1.572  -1.944  -2.258
H  0.836  -3.382  -2.726
H  -0.366  0.824  1.780
H  0.110  -0.646  2.622
H  -1.457  0.032  2.949
C  1.081  4.799  -0.154
C  2.554  5.088  -0.363
C  3.254  3.926  0.302
O  2.283  2.822  0.310
C  0.948  3.237  -0.053
H  0.392  5.186  -0.905
H  0.795  5.193  0.822
H  2.948  6.002  0.080
H  2.881  5.164  -1.400
H  3.476  4.222  1.327
H  4.197  3.592  -0.132
H  0.165  3.037  0.679
H  0.721  2.870  -1.054

Forces on atoms 1 to 3 (eV/Å):
Al -1.0 0.6 -0.3
C 0.7 -0.6 -1.1
C -0.9 -0.6 2.9

Here are the Löwdin charges for atoms 1 to 8, given in e: 1.015 -0.012 -0.439 -0.149 -0.179 -0.123 -0.434 -0.017



Question: Which value of charge does entry 1 give?
Answer: +1